[1]
Entry from the Open Molecules 2025 dataset: one molecule with the formula C5H8N2 (ωB97M-V/def2-TZVPD).

Properties
Calculated total energy, Ha: -304.70033
ΔE to the lowest compared entry with this formula, charge and spin, kJ/mol: 354.9
SMILES: CN1C=C=NCC1
Net charge: 0
HOMO (spin up / spin down), hartree: -0.297 / -0.297
Kohn-Sham gap (spin up / spin down), eV: 8.4 / 8.4
Lowest unoccupied orbital energy (spin up / spin down), eV: 0.3 / 0.3

The geometry in XYZ format:
```
15
Properties=species:S:1:pos:R:3:lowdin_charge:R:1
C -0.27580 -0.23827 1.94621 -0.10
N 0.10813 -0.42010 0.56122 -0.21
C -0.76549 -1.24696 -0.20323 -0.15
C -0.23066 -1.38025 -1.41635 -0.10
N 0.58816 -0.86458 -2.18343 0.09
C 0.84656 0.55221 -1.58458 -0.15
C 0.14870 0.81179 -0.25263 -0.21
H -1.29257 0.17968 2.05418 0.08
H 0.42778 0.43458 2.44678 0.08
H -0.24526 -1.20567 2.45430 0.09
H -1.82615 -1.30789 0.01915 0.11
H 1.91788 0.46986 -1.38183 0.11
H 0.67377 1.39607 -2.26256 0.11
H 0.79459 1.58987 0.16997 0.12
H -0.86968 1.22967 -0.36719 0.13
```

=====

[2]
Entry from the Open Molecules 2025 dataset: one molecule with the formula C5H8N2O in a non-equilibrium geometry (ωB97M-V/def2-TZVPD).

Properties
Calculated total energy, Ha: -379.89458
ΔE to the lowest compared entry with this formula, charge and spin, kJ/mol: 508.3
SMILES: [H]/N=C/NC(=O)C1CC1
Net charge: 0
HOMO, hartree: -0.356
Kohn-Sham gap, eV: 10.3
Lowest unoccupied orbital energy, eV: 0.6

The geometry in XYZ format:
```
16
Properties=species:S:1:pos:R:3:lowdin_charge:R:1
H 1.27909 2.68274 1.40698 0.06
N 0.47660 2.03083 0.95736 0.02
C 1.34069 1.61722 -0.06523 -0.24
N 1.18651 0.65016 -1.03883 0.07
C 0.22078 -0.24158 -1.32689 -0.43
O 0.44859 -0.82243 -2.36660 0.04
C -0.76684 -0.99740 -0.43075 -0.24
C -0.62689 -1.24413 0.98033 -0.20
C -1.84308 -0.56148 0.54437 -0.13
H 2.47777 2.05666 -0.04158 0.15
H 1.96491 0.43505 -1.70840 0.18
H -0.85494 -1.96840 -1.16342 0.20
H -0.13318 -0.58796 1.60279 0.05
H -0.28517 -2.47344 1.07762 0.19
H -2.13294 0.47977 1.30533 0.20
H -2.75189 -1.05564 0.26691 0.07
```

=====

[3]
Entry from the Open Molecules 2025 dataset: C5H8N2O as an isolated structure in a non-equilibrium geometry (ωB97M-V/def2-TZVPD).

Properties
Calculated total energy, Ha: -379.96284
ΔE to the lowest compared entry with this formula, charge and spin, kJ/mol: 329.1
Net charge: 0
HOMO, hartree: -0.221
Kohn-Sham gap, eV: 6.8
Lowest unoccupied orbital energy, eV: 0.8

The geometry in XYZ format:
```
16
Properties=species:S:1:pos:R:3:lowdin_charge:R:1
C -1.47254 -0.95844 0.91907 -0.07
N -0.57549 -0.44382 -1.40904 0.14
C 0.77552 -0.37522 -1.30738 -0.37
C -0.73312 -0.04650 0.00192 -0.30
C 0.24372 0.92368 0.30356 -0.35
N 0.28039 1.67392 1.45934 0.11
C 1.24432 0.81539 -0.67121 -0.02
O 1.52489 -1.39098 -1.78189 0.12
H 2.45227 -1.13934 -1.65762 0.12
H -0.97501 -1.33488 -1.67766 0.14
H -0.60895 1.83429 1.90764 0.09
H 0.90358 2.46677 1.44698 0.09
H 1.94791 1.54719 -1.03336 0.09
H -2.47407 -1.18732 0.54676 0.07
H -0.94254 -1.91019 1.06407 0.07
H -1.59089 -0.47454 1.88882 0.07
```

=====

[4]
Entry from the Open Molecules 2025 dataset: C5H8N2O as an isolated structure in a non-equilibrium geometry (ωB97M-V/def2-TZVPD).

Properties
Calculated total energy, Ha: -379.96416
ΔE to the lowest compared entry with this formula, charge and spin, kJ/mol: 325.6
Net charge: 0
HOMO, hartree: -0.333
Kohn-Sham gap, eV: 9.9
Lowest unoccupied orbital energy, eV: 0.8

The geometry in XYZ format:
```
16
Properties=species:S:1:pos:R:3:lowdin_charge:R:1
C 0.97244 1.43521 1.49886 -0.41
C 0.22243 -0.55134 0.68968 -0.25
C 0.73485 0.49362 -0.27152 -0.51
C -1.06036 -0.40844 1.49205 -0.04
C 1.19906 0.08676 -1.60135 -0.02
N 0.28275 1.82371 0.04514 0.16
N 1.39435 0.21678 1.03777 0.12
O 1.25125 2.09648 2.42397 0.17
H 0.33268 -1.62714 0.33273 0.16
H -1.35741 -1.38283 1.79762 0.06
H -1.74863 0.15719 0.75638 0.11
H -1.10432 0.28098 2.30428 0.06
H 2.01003 0.89889 -1.94309 0.13
H 0.38872 0.25688 -2.25116 0.05
H 1.56172 -1.01394 -1.65256 0.12
H -0.48748 2.32347 -0.28537 0.07
```